Below is a cluster of 10 separate species, C60H150N10O20 in total in a non-equilibrium geometry, with properties calculated with ωB97M-V with the def2-TZVPD basis set.

CARTESIAN COORDINATES (ANGSTROEM)
1 C -13.0844 10.8702 20.0744
2 O -12.4340 9.6567 20.6123
3 C -11.5543 9.0375 19.6912
4 C -11.2058 7.5682 20.1498
5 N -9.8631 7.1346 19.7009
6 C -9.4698 5.6959 19.8956
7 C -8.9364 5.1180 21.2008
8 O -7.9611 6.0017 21.6771
9 C -7.4512 5.6357 22.9157
10 H -13.8881 11.1816 20.7417
11 H -13.4210 10.7627 19.0433
12 H -12.3808 11.6928 19.9459
13 H -10.6552 9.6452 19.5889
14 H -12.0082 8.9735 18.7023
15 H -12.0187 7.0703 19.6213
16 H -11.2757 7.5509 21.2374
17 H -9.1389 7.6776 20.1491
18 H -8.8941 5.3792 19.0258
19 H -10.4039 5.2416 19.5652
20 H -8.5097 4.1241 21.0655
21 H -9.7015 5.0850 21.9765
22 H -6.8221 4.7668 22.7222
23 H -8.2616 5.3963 23.6042
24 H -6.8312 6.3624 23.4408
25 C -8.8918 16.4658 18.2554
26 O -8.7006 15.1329 17.8410
27 C -8.8475 14.8492 16.4559
28 C -10.3466 15.0163 15.9021
29 N -11.4651 14.7538 16.8555
30 C -11.7787 13.3606 17.0107
31 C -12.8883 13.0799 16.0790
32 O -13.5823 11.8954 16.4554
33 C -14.9602 11.7555 16.0910
34 H -8.5257 17.0376 17.4028
35 H -8.3516 16.6707 19.1797
36 H -9.9395 16.6789 18.4679
37 H -8.5955 13.7892 16.4273
38 H -8.3044 15.4336 15.7132
39 H -10.4549 14.3212 15.0695
40 H -10.4558 16.0260 15.5062
41 H -10.9884 14.9293 17.7285
42 H -12.1030 13.1204 18.0233
43 H -10.9501 12.7206 16.7077
44 H -12.4184 13.0681 15.0955
45 H -13.5606 13.9307 15.9687
46 H -15.4104 12.7480 16.1091
47 H -15.5211 10.9675 16.5936
48 H -14.9355 11.4433 15.0469
49 C -2.3543 13.2172 19.8665
50 O -2.1644 11.7782 19.7348
51 C -2.0490 11.0004 20.9098
52 C -3.3401 10.8724 21.7790
53 N -3.4833 11.8898 22.8430
54 C -4.8080 12.6036 22.7761
55 C -4.8757 13.7882 23.8889
56 O -5.8898 14.7624 23.5662
57 C -6.2872 15.4952 24.7151
58 H -2.3812 13.7515 18.9168
59 H -1.4321 13.5881 20.3138
60 H -3.1172 13.4860 20.5972
61 H -1.2792 11.4940 21.5029
62 H -1.7296 9.9938 20.6398
63 H -3.4250 9.8818 22.2258
64 H -4.2277 10.9039 21.1472
65 H -2.9854 12.0661 23.7039
66 H -5.5942 11.8498 22.8190
67 H -4.8948 13.2024 21.8694
68 H -3.9426 14.3516 23.8771
69 H -5.1483 13.3344 24.8417
70 H -7.0565 14.8733 25.1727
71 H -6.7513 16.4525 24.4778
72 H -5.5184 15.9228 25.3587
73 C -3.3092 11.8478 16.2144
74 O -4.3544 10.8424 16.5667
75 C -4.2999 10.5220 17.9678
76 C -5.3561 9.4356 18.2438
77 N -6.5787 9.8758 17.6844
78 C -7.6358 8.8244 17.8382
79 C -8.8845 9.2267 17.0296
80 O -8.6900 9.5305 15.6264
81 C -9.8808 9.9549 14.9563
82 H -3.0288 12.5092 17.0341
83 H -3.5930 12.3833 15.3084
84 H -2.4608 11.2543 15.8736
85 H -4.4979 11.3992 18.5837
86 H -3.3106 10.1400 18.2197
87 H -5.3811 9.4241 19.3334
88 H -5.2405 8.3819 17.9897
89 H -6.4577 10.1773 16.7281
90 H -7.7794 8.6347 18.9019
91 H -7.2427 7.8884 17.4412
92 H -9.2280 10.1486 17.4990
93 H -9.7560 8.5881 17.1732
94 H -9.6148 10.3202 13.9643
95 H -10.3299 10.7685 15.5259
96 H -10.6002 9.1387 14.8909
97 C -2.1687 6.9072 17.8831
98 O -0.8164 6.8548 17.5458
99 C -0.5014 6.9832 16.1952
100 C 0.8899 6.2612 15.8370
101 N 2.0264 6.6287 16.7496
102 C 2.5963 7.8656 16.4118
103 C 3.3479 8.5800 17.4465
104 O 3.6446 9.8725 17.0769
105 C 4.4853 10.6096 18.0087
106 H -2.6309 7.8125 17.4895
107 H -2.4144 6.7006 18.9247
108 H -2.6309 6.0695 17.3609
109 H -0.5404 8.0613 16.0394
110 H -1.1693 6.5255 15.4655
111 H 1.1805 6.4564 14.8047
112 H 0.7607 5.1902 15.9929
113 H 1.6397 6.5790 17.6813
114 H 1.9018 8.6354 16.0755
115 H 3.3646 7.7199 15.6524
116 H 4.2751 8.0907 17.7447
117 H 2.6687 8.6407 18.2969
118 H 4.5864 11.5939 17.5516
119 H 5.4331 10.2046 18.3632
120 H 4.0407 10.6305 19.0037
121 C -6.3019 2.9174 17.3657
122 O -7.0957 3.5209 16.3744
123 C -7.5408 4.8585 16.5839
124 C -7.0622 5.6830 15.4296
125 N -5.5974 5.5828 15.1747
126 C -5.2904 6.0598 13.7972
127 C -3.8194 5.4926 13.5378
128 O -3.5762 4.0585 13.3229
129 C -3.5009 3.3077 14.4988
130 H -5.3334 3.4143 17.3096
131 H -6.1194 1.8493 17.2475
132 H -6.8155 2.9668 18.3258
133 H -7.3629 5.3916 17.5178
134 H -8.6240 4.7410 16.6176
135 H -7.3100 6.7346 15.5742
136 H -7.5305 5.4365 14.4767
137 H -5.4296 4.5869 15.1841
138 H -5.3461 7.1432 13.9030
139 H -5.8816 5.7101 12.9509
140 H -3.0374 5.7765 14.2421
141 H -3.6261 5.9752 12.5798
142 H -4.4446 3.1321 15.0152
143 H -2.8095 3.8242 15.1646
144 H -2.9974 2.3479 14.3829
145 C -1.1352 6.2125 11.8410
146 O -1.5287 7.5534 12.1869
147 C -2.0912 8.1277 11.0386
148 C -2.6996 9.5322 11.1829
149 N -1.7602 10.3418 11.8420
150 C -2.3893 11.6198 12.0984
151 C -1.4262 12.6700 12.5640
152 O -1.3778 12.5594 13.9950
153 C -0.8797 13.6574 14.7630
154 H -1.9453 5.5263 11.5939
155 H -0.6454 5.7717 12.7092
156 H -0.4224 6.4565 11.0532
157 H -2.8066 7.4983 10.5093
158 H -1.2703 8.2622 10.3341
159 H -3.5966 9.5436 11.8020
160 H -2.8345 10.0452 10.2307
161 H -1.5291 9.7998 12.6623
162 H -3.2236 11.5350 12.7948
163 H -2.8955 12.0828 11.2514
164 H -1.8940 13.6488 12.4579
165 H -0.4125 12.5344 12.1871
166 H -1.1561 13.4644 15.7996
167 H -1.3118 14.6572 14.7205
168 H 0.1919 13.6151 14.5678
169 C -11.2071 9.0177 4.3417
170 O -10.7472 10.2989 4.9427
171 C -11.7894 11.2777 5.1397
172 C -12.6445 10.9436 6.4571
173 N -11.6345 10.6878 7.5204
174 C -12.2780 10.1735 8.7146
175 C -13.0335 11.2645 9.4873
176 O -13.3901 10.6802 10.7320
177 C -13.9751 11.6239 11.5771
178 H -10.3739 8.3271 4.2117
179 H -11.4270 9.2790 3.3066
180 H -11.9768 8.4864 4.9014
181 H -12.4154 11.5692 4.2964
182 H -11.1871 12.1630 5.3435
183 H -13.2462 10.0974 6.1253
184 H -13.4523 11.6727 6.5193
185 H -10.9243 10.1304 7.0677
186 H -11.5015 9.7816 9.3715
187 H -12.9551 9.3268 8.6021
188 H -13.7518 11.6752 8.7778
189 H -12.3638 12.1105 9.6417
190 H -14.6717 11.2023 12.3018
191 H -14.6844 12.2817 11.0750
192 H -13.1758 12.2414 11.9869
193 C -14.9260 14.7516 12.2502
194 O -13.5633 15.0788 12.0036
195 C -12.9552 15.8851 13.0491
196 C -11.4110 16.1716 12.5671
197 N -10.3258 15.2747 12.7996
198 C -10.5227 13.9241 12.3215
199 C -9.1535 13.3089 12.1654
200 O -8.4756 14.0955 11.1920
201 C -7.3297 13.4337 10.6213
202 H -15.0979 14.2103 13.1805
203 H -15.4844 14.3824 11.3899
204 H -15.3134 15.7622 12.3798
205 H -13.0081 15.2785 13.9532
206 H -13.4154 16.8451 13.2832
207 H -11.1878 17.1204 13.0549
208 H -11.6550 16.4232 11.5350
209 H -9.7207 15.7615 12.1538
210 H -10.8722 13.9694 11.2901
211 H -11.0960 13.2770 12.9854
212 H -9.4483 12.3209 11.8117
213 H -8.5366 13.2293 13.0605
214 H -6.6077 13.2558 11.4183
215 H -6.7040 14.0269 9.9544
216 H -7.6309 12.5521 10.0553
217 C -12.2080 4.7329 13.6931
218 O -10.8189 4.8190 13.3011
219 C -10.5327 4.9724 11.9531
220 C -9.0137 4.9943 11.7978
221 N -8.4691 6.2652 12.2399
222 C -8.6900 7.3749 11.3227
223 C -7.9356 8.6942 11.6364
224 O -8.7693 9.8439 11.4887
225 C -8.8386 10.2285 10.0483
226 H -12.6154 5.7361 13.5677
227 H -12.2359 4.5407 14.7657
228 H -12.7785 3.9222 13.2399
229 H -11.0635 5.8126 11.5054
230 H -10.9009 4.0642 11.4759
231 H -8.9212 4.9100 10.7151
232 H -8.5728 4.1653 12.3514
233 H -9.1433 6.4363 12.9722
234 H -9.7512 7.6232 11.3034
235 H -8.4840 6.9944 10.3223
236 H -7.0244 8.8045 11.0486
237 H -7.7463 8.7088 12.7098
238 H -9.4247 11.1363 9.9054
239 H -9.2715 9.5163 9.3459
240 H -7.8232 10.4118 9.6972

E_HOMO ... -7.99 eV
Energy relative to the best compared isomer or geometry (same formula, charge and spin) ... 254.1 kcal/mol
SMILES ... COCCNCCOC.COCCNCCOC.COCCNCCOC.COCCNCCOC.COCCNCCOC.COCCNCCOC.COCCNCCOC.COCCNCCOC.COCCNCCOC.COCCNCCOC
Kohn-Sham gap ... 8.58 eV
Total energy ... -120479.9028 eV

***

Below is a cluster of 10 separate species, C60H150N10O20 in total in a non-equilibrium geometry, with properties calculated with ωB97M-V with the def2-TZVPD basis set.

CARTESIAN COORDINATES (ANGSTROEM)
1 C 2.3744 8.0418 13.0431
2 O 2.9331 6.9714 12.2442
3 C 2.0495 6.6588 11.1164
4 C 2.5247 5.4954 10.1587
5 N 3.9439 5.7829 10.0191
6 C 4.7989 4.7646 9.3565
7 C 6.1923 5.2462 9.2439
8 O 6.9878 4.7468 10.2086
9 C 6.9790 5.2754 11.4504
10 H 2.9299 7.9447 13.9759
11 H 1.3380 7.8725 13.3350
12 H 2.4214 9.0253 12.5756
13 H 2.0825 7.6251 10.6132
14 H 1.0217 6.4392 11.4056
15 H 1.8161 5.3703 9.3400
16 H 2.3713 4.5801 10.7304
17 H 4.2823 5.9602 10.9541
18 H 4.4249 4.5578 8.3538
19 H 4.7901 3.8791 9.9921
20 H 6.2501 6.3344 9.2193
21 H 6.6681 4.9904 8.2971
22 H 7.0113 6.3622 11.3730
23 H 7.7769 4.8997 12.0908
24 H 6.0812 4.9439 11.9722
25 C -4.1263 -2.9806 3.7350
26 O -4.6290 -4.1721 3.2073
27 C -3.6247 -4.9598 2.5618
28 C -4.2766 -6.0778 1.6452
29 N -5.2894 -5.5172 0.7629
30 C -4.7654 -5.0779 -0.4846
31 C -5.9153 -4.7692 -1.4468
32 O -6.1769 -3.3493 -1.5185
33 C -7.1305 -2.9390 -2.5880
34 H -3.1497 -3.1949 4.1692
35 H -4.7182 -2.5849 4.5604
36 H -4.0144 -2.0894 3.1175
37 H -2.8918 -5.4001 3.2380
38 H -3.0542 -4.3182 1.8902
39 H -4.7487 -6.7574 2.3547
40 H -3.6194 -6.6720 1.0102
41 H -5.7006 -4.7653 1.2974
42 H -4.0305 -5.7781 -0.8817
43 H -4.3778 -4.0649 -0.3760
44 H -6.8467 -5.2740 -1.1903
45 H -5.6043 -5.0103 -2.4633
46 H -7.5943 -1.9705 -2.4009
47 H -7.9665 -3.6331 -2.5016
48 H -6.5932 -3.0640 -3.5280
49 C 2.9892 6.9236 -1.4452
50 O 2.8817 5.4920 -1.7112
51 C 3.2714 4.5982 -0.6485
52 C 4.7792 4.7356 -0.2110
53 N 4.8743 5.4451 1.0140
54 C 6.1728 5.6498 1.7114
55 C 6.5432 4.2941 2.4003
56 O 7.0588 3.3373 1.4837
57 C 6.9952 1.9728 1.8710
58 H 4.0286 7.2312 -1.5590
59 H 2.3930 7.1651 -0.5653
60 H 2.6527 7.4105 -2.3605
61 H 3.1502 3.5598 -0.9569
62 H 2.6114 4.7567 0.2043
63 H 5.3475 5.1846 -1.0256
64 H 5.1112 3.7011 -0.2984
65 H 4.3319 6.2941 0.9427
66 H 5.9285 6.3214 2.5345
67 H 6.9123 6.1375 1.0763
68 H 5.8020 3.9209 3.1070
69 H 7.4421 4.4658 2.9924
70 H 5.9875 1.5933 2.0401
71 H 7.5402 1.8229 2.8030
72 H 7.3774 1.2015 1.2024
73 C 2.3250 -4.8515 17.2491
74 O 3.1701 -4.4010 16.1290
75 C 3.8286 -5.5129 15.5313
76 C 4.2065 -4.9294 14.1092
77 N 4.5204 -6.0055 13.1251
78 C 5.2854 -5.5760 11.9670
79 C 4.5942 -4.6042 10.9327
80 O 4.3723 -3.2446 11.3293
81 C 5.3560 -2.3620 10.9966
82 H 2.8253 -5.6565 17.7873
83 H 1.3033 -5.1928 17.0826
84 H 2.3124 -3.9655 17.8839
85 H 3.2162 -6.4135 15.4869
86 H 4.8086 -5.7211 15.9608
87 H 5.0896 -4.3278 14.3242
88 H 3.4965 -4.1581 13.8105
89 H 3.5959 -6.1350 12.7395
90 H 5.8149 -6.3486 11.4097
91 H 6.1259 -5.0763 12.4487
92 H 3.5385 -4.8575 10.8353
93 H 5.0453 -4.6617 9.9421
94 H 6.3713 -2.6065 11.3089
95 H 5.1085 -1.4611 11.5580
96 H 5.4412 -2.1601 9.9288
97 C -6.9979 11.2922 -2.4240
98 O -7.2519 9.9423 -2.6613
99 C -8.0170 9.4618 -1.6509
100 C -8.3311 8.0002 -2.2004
101 N -7.3251 7.0201 -1.8453
102 C -7.4451 5.8216 -2.7091
103 C -6.1889 4.9200 -2.4068
104 O -5.0590 5.4563 -3.0350
105 C -4.0643 5.9560 -2.0733
106 H -7.9125 11.8791 -2.5087
107 H -6.2046 11.5922 -3.1088
108 H -6.6185 11.4592 -1.4159
109 H -8.9233 10.0381 -1.4647
110 H -7.4366 9.2415 -0.7550
111 H -8.2865 8.2408 -3.2626
112 H -9.3291 7.7197 -1.8635
113 H -6.3700 7.3357 -1.7537
114 H -7.4603 6.1029 -3.7621
115 H -8.4293 5.4062 -2.4924
116 H -6.4055 4.0127 -2.9707
117 H -6.0228 4.6718 -1.3585
118 H -3.4604 5.1744 -1.6123
119 H -4.5038 6.7606 -1.4837
120 H -3.3441 6.5904 -2.5899
121 C 1.8431 3.7891 -6.1963
122 O 0.9848 3.8422 -7.3038
123 C 0.3427 5.1517 -7.4843
124 C 1.2429 6.3562 -7.7442
125 N 2.4389 5.9040 -8.4671
126 C 3.5362 6.9383 -8.4588
127 C 3.4351 8.1241 -9.6122
128 O 4.7856 8.6114 -9.6756
129 C 4.9288 9.7166 -10.5999
130 H 2.4789 2.9361 -6.4334
131 H 1.2947 3.7409 -5.2555
132 H 2.4526 4.6927 -6.1974
133 H -0.3611 5.4680 -6.7144
134 H -0.2729 5.0450 -8.3775
135 H 1.5307 6.8212 -6.8013
136 H 0.6149 7.0353 -8.3208
137 H 2.7413 5.0623 -7.9978
138 H 4.3840 6.3154 -8.7439
139 H 3.7397 7.4929 -7.5428
140 H 2.6032 8.8065 -9.4380
141 H 3.2584 7.5386 -10.5145
142 H 3.9706 10.1741 -10.8464
143 H 5.4789 9.3273 -11.4566
144 H 5.4120 10.5608 -10.1081
145 C -10.5088 -7.2551 -10.4958
146 O -10.3390 -6.0860 -9.5921
147 C -11.0204 -4.9006 -9.9669
148 C -10.6719 -3.8998 -8.9129
149 N -9.7471 -2.8305 -9.4005
150 C -8.4085 -3.3143 -9.5345
151 C -7.4047 -2.0933 -9.6517
152 O -7.6631 -1.1714 -8.5978
153 C -6.9278 0.0513 -8.6242
154 H -9.8538 -7.1140 -11.3556
155 H -11.4987 -7.3663 -10.9384
156 H -10.3053 -8.2232 -10.0381
157 H -12.0522 -5.1967 -9.7781
158 H -10.7984 -4.5251 -10.9658
159 H -10.1611 -4.3721 -8.0738
160 H -11.5483 -3.4229 -8.4741
161 H -9.8875 -1.9038 -9.0242
162 H -8.4863 -3.9174 -10.4391
163 H -8.1554 -3.9680 -8.6998
164 H -7.7101 -1.7692 -10.6465
165 H -6.3866 -2.4523 -9.8022
166 H -6.9101 0.4558 -9.6363
167 H -5.8699 -0.0438 -8.3795
168 H -7.3240 0.8258 -7.9674
169 C 1.1318 -1.3569 5.1634
170 O 1.1683 -0.9917 3.8129
171 C 0.9177 0.3891 3.5839
172 C 0.9291 0.5727 2.0425
173 N -0.3350 0.1697 1.3739
174 C -0.5112 -1.2275 1.1016
175 C -0.1907 -1.6993 -0.3466
176 O -0.6658 -0.7447 -1.3761
177 C -2.0958 -0.6805 -1.6756
178 H 1.8378 -0.7144 5.6895
179 H 1.3181 -2.4118 5.3647
180 H 0.1612 -1.1331 5.6059
181 H 1.4285 1.2044 4.0962
182 H -0.1335 0.4586 3.8639
183 H 1.6568 -0.0407 1.5111
184 H 1.0755 1.6509 1.9795
185 H -0.0052 0.4655 0.4663
186 H -1.5828 -1.3921 1.2142
187 H -0.1266 -1.9284 1.8425
188 H -0.6037 -2.7080 -0.3605
189 H 0.8769 -1.8149 -0.5333
190 H -2.5723 -0.2591 -0.7905
191 H -2.5287 -1.6355 -1.9734
192 H -2.2484 0.1315 -2.3866
193 C -7.1118 -10.7634 -5.3417
194 O -6.2628 -10.0433 -6.1904
195 C -6.9386 -9.0776 -7.0123
196 C -6.1435 -7.8210 -7.3030
197 N -4.8823 -7.9865 -8.0554
198 C -4.2455 -6.7894 -8.6031
199 C -3.8441 -5.9266 -7.4523
200 O -2.5030 -5.3569 -7.7121
201 C -2.0983 -4.4333 -6.7536
202 H -6.6123 -11.5657 -4.7985
203 H -7.9308 -11.2211 -5.8966
204 H -7.4090 -10.1101 -4.5213
205 H -7.8683 -8.7832 -6.5253
206 H -7.1154 -9.6157 -7.9436
207 H -6.0281 -7.3270 -6.3382
208 H -6.8476 -7.2492 -7.9074
209 H -4.3115 -8.4252 -7.3471
210 H -4.9531 -6.4361 -9.3532
211 H -3.2951 -7.0656 -9.0596
212 H -3.7823 -6.5187 -6.5392
213 H -4.4715 -5.0408 -7.3525
214 H -1.0115 -4.4154 -6.8352
215 H -2.3465 -4.8814 -5.7914
216 H -2.5764 -3.4829 -6.9905
217 C 13.5562 -4.9346 -0.0459
218 O 12.9195 -3.6874 -0.2917
219 C 12.0939 -3.6917 -1.4565
220 C 10.6469 -3.8539 -1.1309
221 N 10.1795 -5.1371 -0.6546
222 C 8.7355 -5.3350 -0.4241
223 C 8.0715 -4.4823 0.5631
224 O 6.7127 -4.9719 0.7347
225 C 5.9914 -3.9763 1.3945
226 H 14.5558 -4.9472 -0.4805
227 H 12.8537 -5.7486 -0.2247
228 H 13.6863 -4.8954 1.0356
229 H 12.3012 -4.4061 -2.2532
230 H 12.3859 -2.7478 -1.9168
231 H 9.9821 -3.5390 -1.9352
232 H 10.4834 -3.0788 -0.3823
233 H 10.7204 -5.3802 0.1630
234 H 8.6123 -6.3894 -0.1767
235 H 8.2428 -5.3275 -1.3963
236 H 8.0664 -3.4829 0.1281
237 H 8.5279 -4.4278 1.5515
238 H 6.0823 -3.1078 0.7422
239 H 6.3906 -3.6790 2.3642
240 H 4.9123 -4.1267 1.4242

E_HOMO ... -8.29 eV
Energy relative to the best compared isomer or geometry (same formula, charge and spin) ... 281.3 kcal/mol
SMILES ... COCCNCCOC.COCCNCCOC.COCCNCCOC.COCCNCCOC.COCCNCCOC.COCCNCCOC.COCCNCCOC.COCCNCCOC.COCCNCCOC.COCCNCCOC
Kohn-Sham gap ... 8.55 eV
Total energy ... -120478.7241 eV

***

Which of these has the lowest total energy?
number 1